Entry 1:
ORCA calculation (the ωB97M-V functional and the def2-TZVPD basis) on a 5-piece molecular cluster, C26H61N3O2 overall.

Geometry as XYZ:
```
92
Properties=species:S:1:pos:R:3:forces:R:3
C 4.665 3.913 -1.432 1.64 2.04 1.73
C 3.630 4.685 -2.182 -0.05 -0.46 -2.08
C 2.413 4.319 -1.386 -0.13 0.29 -0.88
O 2.857 4.229 -0.055 -1.09 0.40 1.30
C 4.288 4.317 0.015 -0.84 -1.82 -0.21
H 5.667 4.340 -1.478 0.31 -0.59 -1.01
H 4.577 2.856 -1.684 0.31 0.03 0.51
H 3.539 4.264 -3.183 -0.10 -0.02 -0.19
H 3.808 5.741 -2.386 0.09 0.11 0.78
H 2.049 3.365 -1.765 -0.01 -0.50 0.31
H 1.594 5.006 -1.598 -0.11 0.41 0.78
H 4.630 3.632 0.792 -0.13 -0.47 -0.16
H 4.622 5.273 0.417 -0.03 0.52 -0.85
C 0.203 -0.076 -1.780 -0.98 0.05 -0.16
C 1.263 -0.528 -0.855 2.21 -1.21 1.83
C 0.684 -1.656 0.074 -1.03 2.02 -0.60
O -0.725 -1.736 -0.364 0.81 -0.35 -0.15
C -1.060 -0.508 -1.041 0.16 -0.59 0.70
H 0.302 -0.597 -2.732 -0.23 0.38 -0.16
H 0.253 1.011 -1.839 -0.15 -0.04 -0.67
H 1.668 0.270 -0.234 -0.33 0.27 0.16
H 2.173 -0.909 -1.320 -0.17 -0.06 -0.49
H 0.687 -1.320 1.111 -0.11 0.10 0.12
H 1.296 -2.559 0.081 -0.81 -0.44 -0.64
H -1.340 0.236 -0.296 0.25 0.38 0.49
H -1.996 -0.619 -1.588 0.34 -0.55 -0.48
C -0.266 -2.935 -5.437 -0.14 -2.09 -0.23
C -1.204 -4.229 -5.687 2.61 2.29 -1.82
N -2.381 -4.085 -4.970 -3.30 -0.59 0.41
C -2.252 -4.283 -3.515 -1.43 0.40 -0.92
C -3.366 -3.489 -2.778 1.30 0.44 -0.18
C -3.551 -4.879 -5.542 0.92 -1.02 1.25
C -3.369 -6.413 -5.272 0.05 0.45 -0.40
H 0.675 -3.070 -5.970 0.04 -0.01 -0.17
H 0.014 -2.939 -4.383 -0.15 0.54 0.03
H -0.725 -2.012 -5.791 -0.20 -0.15 0.33
H -1.383 -4.206 -6.762 -0.55 0.15 -0.14
H -0.606 -5.139 -5.634 0.18 -0.41 0.91
H -1.271 -3.903 -3.228 -0.19 -0.21 0.25
H -2.355 -5.350 -3.320 0.41 -0.06 0.52
H -4.401 -3.803 -2.911 0.26 -0.49 0.17
H -3.329 -2.471 -3.165 0.03 0.14 -0.11
H -3.043 -3.412 -1.740 -0.54 -0.21 0.26
H -4.521 -4.632 -5.111 0.25 0.64 0.38
H -3.694 -4.693 -6.607 0.58 0.09 -0.02
H -4.077 -6.989 -5.868 0.19 -0.04 -0.22
H -2.339 -6.692 -5.491 -0.08 -0.23 -0.37
H -3.526 -6.749 -4.248 -0.21 0.44 0.13
C -4.479 4.620 -0.326 -0.44 0.18 0.17
C -4.238 4.132 1.099 -0.63 0.87 -1.26
N -3.133 3.168 1.283 -0.94 2.22 2.23
C -1.851 3.857 1.278 2.28 -0.16 -1.66
C -0.590 2.953 1.219 -0.50 0.01 1.13
C -3.358 2.278 2.424 -0.52 -1.77 -1.72
C -4.523 1.302 2.235 -0.81 -0.62 -0.26
H -3.610 4.935 -0.903 -0.17 -0.45 -0.15
H -5.157 5.470 -0.258 0.22 0.28 0.16
H -5.153 3.860 -0.722 0.74 -0.09 -1.02
H -4.025 4.969 1.763 0.41 0.04 0.13
H -5.273 3.855 1.298 0.61 -1.17 1.09
H -1.762 4.543 0.435 -0.71 -0.03 -0.14
H -1.706 4.498 2.148 -0.80 -0.04 0.44
H 0.323 3.428 0.862 -0.46 0.32 -0.91
H -0.251 2.798 2.243 -0.38 -0.88 0.11
H -0.856 2.038 0.690 0.59 -0.07 0.09
H -3.667 2.938 3.235 0.65 0.12 0.33
H -2.459 1.669 2.514 0.10 0.49 0.80
H -4.370 0.438 1.588 0.90 0.03 0.07
H -5.440 1.686 1.788 0.04 0.70 0.37
H -4.782 0.903 3.216 -0.01 0.05 -0.02
C 4.431 -1.019 6.531 -0.24 -0.22 0.85
C 2.917 -1.316 6.306 0.68 0.68 -0.40
N 2.425 -1.093 4.918 0.34 1.14 1.77
C 2.664 0.303 4.423 -1.27 -1.27 -1.76
C 1.829 0.583 3.047 0.99 -0.26 1.72
C 2.788 -2.192 4.058 -1.22 0.19 -1.51
C 4.103 -2.159 3.273 0.61 -0.05 1.02
H 5.187 -1.795 6.412 -0.50 -0.54 -0.58
H 4.511 -0.831 7.602 0.21 0.55 0.06
H 4.804 -0.171 5.957 -0.25 0.17 0.23
H 2.644 -2.290 6.715 0.19 -0.50 -0.78
H 2.354 -0.721 7.025 -0.03 0.80 -0.38
H 2.345 1.038 5.162 0.00 -0.28 0.17
H 3.720 0.457 4.203 0.11 0.27 -0.05
H 1.818 1.654 2.842 0.22 0.06 0.00
H 2.286 0.075 2.198 -0.01 -0.02 0.06
H 0.791 0.264 3.142 0.03 -0.20 0.15
H 1.999 -2.196 3.306 -0.19 -0.23 -0.38
H 2.565 -3.079 4.651 0.65 -0.24 -0.19
H 4.937 -2.295 3.961 0.21 0.04 -0.06
H 4.258 -1.197 2.785 -0.14 0.04 -0.04
H 4.208 -2.932 2.511 -0.38 -0.09 0.07
```
Positions in Å, forces in eV/Å.

Results
* multiplicity: 2
* M: 447.8 g mol⁻¹
* total charge: +1
* <S²>: 0.754
* frontier orbital gap (spin up / spin down): 0.26636 / 0.08558 Eh
* LUMO energy (spin up / spin down): -2.3 / -7.2 eV

Now the Mulliken charges, all in e: C -0.43; C -0.71; C -0.09; O -0.40; C -0.50; H 0.32; H 0.26; H 0.34; H 0.28; H 0.05; H 0.32; H 0.27; H 0.28; C -0.16; C -0.36; C -0.17; O -0.53; C 0.33; H 0.13; H 0.13; H 0.01; H 0.48; H -0.03; H 0.34; H -0.66; H 0.39; C -1.11; C -0.71; N 0.15; C -0.38; C -1.29; C -0.60; C -1.08; H 0.45; H 0.22; H 0.28; H 0.43; H 0.29; H 0.40; H 0.24; H 0.33; H 0.27; H 0.41; H 0.26; H 0.44; H 0.39; H 0.30; H 0.32; C -1.18; C -0.56; N 0.44; C -0.56; C -0.62; C -0.07; C -1.27; H 0.37; H 0.39; H 0.32; H 0.37; H 0.42; H 0.52; H 0.35; H 0.48; H 0.36; H -0.28; H 0.32; H 0.25; H 0.32; H 0.36; H 0.39; C -1.03; C -0.70; N 0.03; C -0.77; C -0.81; C -0.60; C -1.03; H 0.31; H 0.37; H 0.27; H 0.43; H 0.43; H 0.44; H 0.33; H 0.38; H 0.01; H 0.32; H 0.22; H 0.46; H 0.26; H 0.24; H 0.40



Entry 2:
ORCA calculation (the ωB97M-V functional and the def2-TZVPD basis) on a 4-piece molecular cluster, C26H62BN3O17P3 overall.

Geometry as XYZ:
```
112
Properties=species:S:1:pos:R:3:forces:R:3
C -4.477 5.275 1.654 1.20 0.23 0.06
C -4.054 3.703 1.896 -1.11 -0.03 -0.81
C -3.282 3.217 0.509 6.32 1.42 0.44
O -1.956 3.512 0.419 -8.71 -2.38 0.16
O -4.009 2.542 -0.578 1.64 -0.10 2.51
C -3.605 1.129 -0.722 1.32 -1.10 0.10
C -4.618 0.089 0.108 0.40 0.65 0.61
C -3.707 -0.558 1.307 0.68 -0.24 0.50
C -2.583 -1.703 0.972 1.32 0.66 -1.26
N -2.326 -2.505 2.266 -0.92 4.06 2.35
C -3.181 -1.746 3.271 -0.72 -0.36 -2.34
N -2.936 -1.462 4.592 -2.59 -1.33 -4.42
O -1.774 -1.958 5.108 1.95 3.07 0.10
B -0.814 -0.819 4.910 3.02 1.87 -0.47
O -1.279 0.551 4.506 0.63 -3.59 -1.44
O 0.661 -0.965 5.076 -3.49 -0.50 -2.17
N -4.415 -1.290 2.463 3.18 -0.25 2.67
H -5.211 5.691 2.473 1.28 -1.11 -1.81
H -3.492 5.930 1.738 -2.07 -1.42 -0.31
H -4.880 5.359 0.558 0.48 0.06 2.27
H -3.413 3.557 2.868 -0.81 0.34 -2.29
H -5.041 3.088 2.041 1.83 1.01 -0.49
H -3.509 0.809 -1.862 -0.58 1.07 2.45
H -2.499 1.038 -0.285 -2.34 0.13 -0.96
H -5.461 0.741 0.641 1.77 -1.44 -1.31
H -5.108 -0.696 -0.613 1.05 1.43 1.62
H -3.142 0.294 1.877 -0.84 -1.03 -1.63
H -1.550 -1.157 0.772 -2.29 -1.05 -0.03
H -2.745 -2.457 0.092 -0.19 1.64 1.70
H -1.273 -2.414 2.392 -1.90 -0.56 0.68
H -3.631 -0.895 5.128 1.15 -0.78 -0.16
H -1.131 0.671 3.502 -0.17 0.02 2.35
H 1.121 -0.843 4.177 -0.90 0.01 2.10
H -5.011 -0.699 3.083 0.52 -0.40 -0.89
O -1.098 -2.432 -3.070 -4.28 1.89 1.19
P -2.123 -3.001 -4.081 6.99 -5.29 -5.00
O -1.721 -4.572 -3.764 -0.56 -0.01 0.95
C -2.141 -5.135 -2.533 0.01 -0.42 0.12
C -3.651 -5.230 -2.443 -0.13 -0.15 -0.08
O -1.119 -2.721 -5.380 -1.28 0.84 0.33
C -0.418 -1.481 -5.439 0.73 0.16 0.00
C 1.042 -1.703 -5.078 0.13 -0.05 -0.02
O -3.268 -3.637 -5.212 -1.74 2.69 2.91
C -2.927 -4.370 -6.387 0.07 -0.52 -1.22
C -2.555 -5.822 -6.139 0.52 -0.01 0.38
H -1.737 -4.553 -1.699 0.06 0.01 0.01
H -1.708 -6.140 -2.472 0.04 0.20 -0.12
H -4.106 -4.234 -2.434 -0.07 0.06 0.03
H -3.952 -5.755 -1.533 0.02 0.07 -0.02
H -4.065 -5.762 -3.306 0.10 0.11 0.18
H -0.882 -0.734 -4.787 0.13 -0.14 -0.02
H -0.489 -1.101 -6.463 -0.11 -0.15 0.06
H 1.153 -2.307 -4.171 -0.24 0.25 -0.09
H 1.558 -0.750 -4.929 0.00 -0.11 -0.05
H 1.550 -2.252 -5.876 -0.04 0.12 0.03
H -2.165 -3.866 -6.985 -0.02 0.02 0.34
H -3.833 -4.366 -7.004 -0.10 0.23 0.36
H -1.544 -5.909 -5.730 -0.19 -0.02 -0.04
H -2.569 -6.387 -7.076 -0.15 0.22 -0.01
H -3.244 -6.295 -5.436 0.00 0.05 -0.14
O 5.097 -1.495 -4.714 3.08 3.56 -0.01
P 6.466 -1.986 -4.182 -3.48 -8.89 1.34
O 6.532 -3.264 -5.228 0.28 0.59 -0.58
C 6.798 -2.998 -6.594 0.07 -0.16 -0.53
C 8.186 -2.423 -6.796 0.19 -0.10 0.03
O 5.775 -2.745 -2.871 0.56 1.20 0.46
C 4.745 -2.063 -2.158 -0.48 -0.18 -0.07
C 3.396 -2.670 -2.507 -0.12 -0.17 0.00
O 7.995 -2.535 -3.587 -0.01 3.96 -1.03
C 8.209 -3.781 -2.926 0.39 -0.83 0.69
C 8.281 -4.982 -3.855 -0.55 -0.08 -0.30
H 6.035 -2.324 -6.998 0.00 -0.03 0.03
H 6.715 -3.948 -7.132 -0.07 0.07 0.22
H 8.275 -1.439 -6.325 0.02 0.07 -0.05
H 8.409 -2.316 -7.861 -0.05 0.06 0.08
H 8.948 -3.065 -6.343 -0.16 0.10 -0.10
H 4.767 -0.988 -2.366 -0.09 -0.19 -0.06
H 4.937 -2.185 -1.087 0.14 -0.07 -0.08
H 3.269 -2.794 -3.587 0.15 0.25 0.19
H 2.578 -2.050 -2.128 0.03 -0.05 -0.01
H 3.306 -3.669 -2.070 0.02 0.09 0.04
H 7.496 -3.952 -2.118 -0.08 0.16 -0.27
H 9.186 -3.686 -2.439 -0.06 0.37 -0.19
H 7.286 -5.278 -4.199 0.19 0.06 0.00
H 8.707 -5.844 -3.333 0.08 0.22 0.12
H 8.893 -4.769 -4.735 0.00 -0.02 0.15
O -2.319 6.354 7.703 -3.39 -2.59 -2.13
P -1.824 5.879 6.315 8.45 4.78 1.45
O -0.445 5.202 6.924 -0.45 -0.89 0.23
C -0.558 3.992 7.654 0.22 -0.24 0.32
C -1.046 2.852 6.782 0.14 -0.08 -0.23
O -1.234 7.385 5.920 -1.21 -0.59 -0.74
C -2.031 8.527 6.228 0.07 0.54 0.46
C -1.453 9.240 7.440 0.14 0.13 0.11
O -1.271 5.348 4.765 -3.85 -1.33 0.74
C -0.090 5.821 4.119 0.82 0.34 -0.84
C 1.201 5.218 4.647 0.09 0.20 0.60
H -1.221 4.135 8.513 0.03 0.02 -0.02
H 0.438 3.754 8.042 -0.10 0.18 -0.09
H -2.068 3.034 6.434 -0.08 -0.04 0.01
H -1.034 1.909 7.335 -0.04 0.05 0.04
H -0.420 2.741 5.890 -0.10 0.03 0.20
H -3.077 8.246 6.390 0.20 0.03 0.09
H -2.010 9.197 5.363 0.08 -0.17 -0.02
H -1.226 8.545 8.254 -0.26 0.01 -0.17
H -2.145 10.001 7.812 0.09 -0.05 -0.06
H -0.509 9.726 7.178 -0.13 0.01 -0.03
H -0.035 6.911 4.098 -0.15 -0.18 0.27
H -0.190 5.513 3.072 -0.34 -0.14 0.16
H 1.486 5.664 5.604 -0.05 -0.14 -0.15
H 2.024 5.406 3.950 -0.22 0.02 -0.12
H 1.108 4.139 4.792 0.00 0.08 -0.09
```
Positions in Å, forces in eV/Å.

Results
* M: 792.5 g mol⁻¹
* total charge: +1
* frontier orbital gap: 0.24858 Eh
* LUMO energy: -4.2 eV

Atomic partial charges in e from the Mulliken method, atoms 1 to 99: C -0.99; C 0.00; C 0.39; O -0.54; O -0.37; C -0.35; C -0.27; C 0.22; C -0.38; N -0.30; C 0.28; N 0.08; O -0.30; B 0.48; O -0.30; O -0.50; N -0.53; H 0.32; H 0.25; H 0.33; H 0.13; H 0.24; H 0.23; H 0.30; H 0.27; H 0.32; H -0.05; H 0.32; H 0.08; H 0.37; H 0.28; H 0.28; H 0.33; H 0.39; O -0.67; P 1.17; O -0.26; C -0.27; C -0.93; O -0.37; C -0.54; C -0.80; O -0.50; C -0.15; C -0.91; H 0.18; H 0.33; H 0.23; H 0.42; H 0.18; H 0.29; H 0.37; H 0.03; H 0.42; H 0.35; H 0.23; H 0.33; H 0.24; H 0.42; H 0.15; O -0.70; P 1.09; O -0.23; C -0.32; C -0.96; O -0.31; C -0.58; C -0.84; O -0.49; C -0.10; C -0.92; H 0.27; H 0.31; H 0.32; H 0.40; H 0.15; H 0.35; H 0.37; H 0.22; H 0.36; H 0.30; H 0.21; H 0.32; H 0.24; H 0.41; H 0.16; O -0.69; P 0.96; O -0.23; C -0.57; C -0.74; O -0.41; C -0.38; C -1.11; O -0.24; C -0.12; C -0.95; H 0.29; H 0.32



no.,strongest force on any atom (Eh/bohr)
1,0.076
2,0.196